1.
C43H33F7IrN3O2S2Si | ωB97M-V/def2-TZVPD

CARTESIAN COORDINATES (ANGSTROEM)
Ir 0.07487 0.80179 1.21470
F -1.79954 3.06274 5.72692
C -1.69048 3.17326 4.39577
C -1.01626 2.19813 3.69338
C -0.91177 2.31261 2.31551
C -1.49047 3.39806 1.64358
C -2.13596 4.34951 2.41157
F -2.69398 5.42803 1.82671
C -2.25613 4.26884 3.78296
C -1.40198 3.43112 0.15151
C -1.93960 4.39122 -0.69589
C -1.81601 4.22815 -2.07008
C -1.17278 3.11524 -2.58839
C -0.65006 2.21162 -1.68867
N -0.75115 2.38676 -0.36804
H -0.55642 1.37092 4.23111
H -2.77163 5.04113 4.34415
H -2.46238 5.24371 -0.29714
H -2.23629 4.97486 -2.73543
H -1.09701 2.93425 -3.65410
H -0.14190 1.30316 -2.01567
C -1.77595 -1.17340 4.24022
S -1.34701 -1.22428 2.49904
C -0.05380 -2.46962 2.58249
H -0.91743 -0.88356 4.85780
H -2.13576 -2.16521 4.53273
H -2.58056 -0.44473 4.36026
H -0.45500 -3.36003 3.07002
H 0.81400 -2.09866 3.12182
H 0.22020 -2.71174 1.55435
O -0.53803 -0.55660 -0.17676
Si -1.27516 -1.57179 -1.21127
C -2.20012 -3.00829 -0.43732
C -1.53794 -4.17224 -0.00793
C -2.22485 -5.21025 0.61697
C -3.60036 -5.10872 0.82419
C -4.28267 -3.97433 0.39401
C -3.58844 -2.93984 -0.22947
C -2.54600 -0.65583 -2.24353
C -2.89999 -1.11020 -3.52540
C -3.86842 -0.45060 -4.28036
C -4.49781 0.68525 -3.77286
C -4.16263 1.15546 -2.50855
C -3.19864 0.48744 -1.75311
C 0.00334 -2.29527 -2.38323
C -0.09133 -3.57108 -2.97185
C 0.88680 -4.03822 -3.85219
C 1.98389 -3.24211 -4.16457
C 2.10001 -1.97059 -3.60660
C 1.12010 -1.50754 -2.72942
H -0.46416 -4.27836 -0.17530
H -1.69165 -6.10040 0.93459
H -4.13936 -5.91676 1.30730
H -5.35644 -3.89777 0.54147
H -4.13932 -2.05951 -0.56282
H -2.40843 -1.98821 -3.94212
H -4.13410 -0.82262 -5.26465
H -5.25031 1.19767 -4.36213
H -4.65039 2.03934 -2.10980
H -2.95435 0.85681 -0.75307
H -0.94217 -4.21042 -2.74147
H 0.79289 -5.02653 -4.29159
H 2.74926 -3.60880 -4.84242
H 2.96108 -1.35234 -3.84714
H 1.21925 -0.50493 -2.29589
N 4.43043 -2.62114 -0.09723
C 4.40901 -1.82301 -1.20015
O 4.91192 -2.12954 -2.26597
C 3.68380 -0.51515 -1.05641
C 4.02949 0.51826 -1.89988
C 3.35167 1.72147 -1.80822
C 2.33866 1.84235 -0.87811
N 1.98516 0.83375 -0.06818
C 2.64533 -0.32735 -0.16121
H 4.95595 -3.47324 -0.16738
H 4.25759 -2.24684 0.81883
H 4.82056 0.36220 -2.62863
H 3.59812 2.55971 -2.44951
H 1.79096 2.76841 -0.76038
H 2.30139 -1.12829 0.48664
F 6.04953 4.27494 2.63349
C 5.07727 3.39307 2.72331
C 3.83311 3.77702 3.14503
F 3.61242 5.04920 3.45905
C 2.82192 2.84497 3.24543
F 1.64931 3.28828 3.66652
C 3.00128 1.50441 2.93116
S 1.70999 0.31390 3.10630
C 4.28426 1.16664 2.52725
F 4.60379 -0.09638 2.25519
C 5.30711 2.07918 2.41218
F 6.51464 1.69750 2.01199

Properties
energy relative to the best compared isomer or geometry (same formula, charge and spin)	0.0	kcal/mol
Kohn-Sham gap (spin up / spin down)	6.359 / 6.484	eV
F_max	1.1	eV Å⁻¹
expectation value of S²	6.02
multiplicity	5

2.
C43H34AlF6SbTe | ωB97M-V/def2-TZVPD

CARTESIAN COORDINATES (ANGSTROEM)
Al 0.16893 0.70089 1.39737
C 2.53583 0.11979 8.04796
C 1.61849 0.25254 6.85915
C 1.33301 1.49167 6.30457
C 0.44881 1.63896 5.23600
C 0.20436 3.02236 4.68359
C -0.16895 0.49466 4.71278
Te -1.63559 0.70181 3.17210
C 0.13110 -0.77552 5.23190
C -0.45101 -2.04355 4.65602
C 1.01961 -0.86990 6.29811
H 3.11274 1.03046 8.20797
H 3.23181 -0.71146 7.91923
H 1.95856 -0.07401 8.95528
H 1.81362 2.37789 6.71111
H 0.81343 3.75714 5.21009
H -0.84436 3.30967 4.77694
H 0.44907 3.07586 3.62108
H -0.18136 -2.13843 3.60310
H -1.54122 -2.04688 4.70716
H -0.07533 -2.91672 5.19132
H 1.25220 -1.85206 6.70160
F -3.40627 -6.85307 0.95080
C -2.73913 -5.73107 0.63787
C -2.91369 -5.18724 -0.62092
C -2.22872 -4.02522 -0.94110
C -1.37777 -3.42318 -0.01439
C -1.22860 -4.00310 1.24585
C -1.91331 -5.16528 1.58372
Sb -0.38655 -1.58753 -0.46698
C -2.14396 -0.73073 -1.36025
C -2.33397 -0.60696 -2.73560
C -3.49108 -0.02752 -3.24925
C -4.45204 0.42080 -2.36967
F -5.57005 0.98365 -2.86136
C -4.31300 0.30076 -1.00187
C -3.15325 -0.27870 -0.50682
C 0.57421 -2.13771 -2.28434
C 0.67782 -3.45843 -2.70897
C 1.26711 -3.76301 -3.93176
C 1.75071 -2.72911 -4.70472
F 2.30716 -3.01659 -5.89119
C 1.69584 -1.40955 -4.30020
C 1.10815 -1.11930 -3.07805
H -3.58169 -5.66769 -1.32531
H -2.37508 -3.57700 -1.91847
H -0.57702 -3.54744 1.98160
H -1.81385 -5.62566 2.55918
H -1.58276 -0.96693 -3.42793
H -3.65056 0.07569 -4.31637
H -5.09815 0.65548 -0.34441
H -3.05302 -0.39794 0.56663
H 0.30012 -4.26553 -2.09300
H 1.34913 -4.78517 -4.28154
H 2.11680 -0.63481 -4.92985
H 1.07925 -0.08712 -2.73671
C 2.06323 0.29973 1.82943
C 2.89008 0.43271 0.57843
C 3.29991 -0.69301 -0.13723
C 4.02503 -0.57557 -1.31868
C 4.35505 0.67782 -1.81299
C 3.95799 1.81110 -1.10830
C 3.23631 1.68720 0.06792
H 2.39940 1.01469 2.58309
H 2.18343 -0.68919 2.26123
H 3.06547 -1.68171 0.24798
H 4.33249 -1.46973 -1.84956
H 4.92354 0.77447 -2.73180
H 4.21051 2.79660 -1.48297
H 2.92414 2.58021 0.60142
F -0.38621 5.13016 -6.86610
C -1.26311 5.48928 -5.90752
F -2.49470 5.25116 -6.40423
F -1.14881 6.81534 -5.72834
C -1.02528 4.72441 -4.63897
C -1.01121 3.33740 -4.69565
C -0.79525 2.60406 -3.54440
C -0.58874 3.25097 -2.32182
C -0.60922 4.64404 -2.27812
C -0.82716 5.37957 -3.43416
C -0.34996 2.48108 -1.13000
C -0.15195 1.79162 -0.15784
H -1.16978 2.83445 -5.64262
H -0.79045 1.52217 -3.57614
H -0.44814 5.14582 -1.33218
H -0.84319 6.46015 -3.39891

Properties
Kohn-Sham gap	8.159	eV
F_max	0.7	eV Å⁻¹
multiplicity	1

3.
C43H34F20GeN2O2RuS4Si2Te | ωB97M-V/def2-TZVPD

CARTESIAN COORDINATES (ANGSTROEM)
Ru -0.04630 -0.00980 0.16770
O 0.83890 1.47380 -3.00090
C -0.26980 1.17220 -2.50610
O -0.70150 1.57130 -1.40220
C -1.17410 0.28310 -3.34080
C -1.73600 0.77550 -4.50830
C -2.59860 -0.00680 -5.26000
C -2.88310 -1.30280 -4.85500
C -2.28990 -1.82390 -3.72440
C -1.42910 -1.03880 -2.95590
S -0.64480 -1.78690 -1.59740
H -1.48620 1.78090 -4.81850
H -3.04660 0.39640 -6.15700
H -3.55870 -1.91730 -5.43390
H -2.48490 -2.83670 -3.40610
F -4.52700 4.46000 3.77530
C -4.14360 3.42340 3.00730
C -2.81390 3.28030 2.61970
F -1.88940 4.17370 3.01380
C -2.46070 2.20130 1.83540
F -1.16180 2.03580 1.48270
C -3.36780 1.23040 1.38390
S -2.85210 -0.06320 0.40650
C -4.70130 1.40900 1.79860
F -5.63410 0.51630 1.42890
C -5.07770 2.47280 2.59560
F -6.35750 2.59650 2.98920
C 4.47120 1.37560 1.60520
N 3.44180 2.36230 1.44890
C 3.68590 3.58280 0.69790
C 2.27340 4.08850 0.35460
N 1.42270 3.08990 0.96570
C 2.12810 2.07700 1.48330
S 1.47780 0.74790 2.27620
H 5.26480 1.73630 2.26220
H 4.89610 1.11500 0.62980
H 4.01020 0.48950 2.03810
H 4.27920 3.36680 -0.19890
H 4.23850 4.29690 1.31700
H 2.09210 4.14740 -0.72040
H 2.05890 5.06590 0.79470
H 0.46050 2.99370 0.68430
F 5.97290 -0.17850 -2.31050
C 5.67550 1.11730 -2.51160
C 4.36230 1.49450 -2.74110
C 4.12290 2.85980 -2.78990
F 2.87540 3.31880 -2.86790
C 5.14670 3.80050 -2.72870
F 4.86800 5.11190 -2.78410
C 6.46370 3.38060 -2.58870
F 7.46270 4.27240 -2.56660
C 6.72760 2.02380 -2.45230
F 7.98750 1.60090 -2.26290
Ge 2.86070 0.12190 -2.82810
S 2.32690 0.07220 -0.73880
C 2.14190 0.18860 -4.71640
C 2.28320 1.22980 -5.60890
F 3.07530 2.26000 -5.30170
C 1.65950 1.21520 -6.84860
F 1.80660 2.23990 -7.70160
C 0.88450 0.12310 -7.21840
F 0.30590 0.09380 -8.42750
C 0.74220 -0.94770 -6.34600
F 0.02530 -2.02260 -6.70350
C 1.37440 -0.88500 -5.11330
F 1.28080 -1.92800 -4.26860
C 3.87660 -1.62540 -3.19070
C 4.70000 -1.66380 -4.29790
F 4.79560 -0.55840 -5.06430
C 5.45420 -2.77530 -4.64000
F 6.24610 -2.77640 -5.72400
C 5.38920 -3.90110 -3.82760
F 6.12660 -4.98190 -4.11540
C 4.55700 -3.90370 -2.71700
F 4.50120 -4.98520 -1.92500
C 3.80200 -2.77200 -2.42470
F 2.99390 -2.81420 -1.36530
C 3.04550 -3.26900 4.97320
Si 2.04370 -3.38960 3.34890
C 3.06870 -2.81240 1.85310
C 1.46180 -5.20420 3.18300
C 0.47450 -2.31860 3.46260
Te -0.37640 -2.50960 1.48370
C -2.37640 -2.89720 2.21930
Si -3.33350 -4.00640 0.98270
C -2.11070 -5.12610 0.03900
C -4.46160 -5.14890 2.03010
C -4.39960 -2.95870 -0.19050
H 3.91520 -3.91410 4.91900
H 2.45640 -3.58450 5.82740
H 3.39260 -2.26120 5.17080
H 3.46370 -3.64310 1.27770
H 3.90710 -2.19130 2.15290
H 2.45410 -2.21470 1.17870
H 2.29620 -5.87950 3.03260
H 0.79110 -5.30550 2.33470
H 0.92990 -5.53710 4.06880
H 0.69290 -1.27380 3.66470
H -0.23130 -2.68170 4.20230
H -2.89330 -1.95290 2.37380
H -2.24820 -3.39270 3.17910
H -1.44500 -5.64150 0.72710
H -1.49510 -4.53310 -0.63300
H -2.62320 -5.87830 -0.55330
H -3.88710 -5.78290 2.69740
H -5.04440 -5.79850 1.38640
H -5.15900 -4.58180 2.63690
H -3.77420 -2.35440 -0.83940
H -5.03550 -2.27340 0.36210
H -5.03680 -3.57620 -0.81560

Properties
Kohn-Sham gap (spin up / spin down)	6.491 / 6.751	eV
F_max	2.7	eV Å⁻¹
net charge	-1
expectation value of S²	0.79
multiplicity	2